(1)
Computed, not measured: a 10-piece molecular cluster, C25H65F2N9O15S2 overall at a distorted geometry, with ωB97M-V/def2-TZVPD.

Geometry as ORCA input:
```
! wB97M-V def2-TZVPD RIJCOSX def2/J DEFGRID3
* xyz 6 1
N 0.8484 -1.4090 1.5305
S 0.6909 -0.4471 0.3736
O 0.7760 0.9613 0.6740
O -0.1454 -0.9672 -0.6807
F 2.2118 -0.8094 -0.1603
S -0.5528 -0.8117 2.3320
O -1.8027 -0.6085 1.5478
O -0.3817 -0.0722 3.5770
F -0.8777 -2.2448 2.9008
C 1.5404 3.1865 -5.7526
C 1.4005 3.6553 -4.3233
O 0.6681 3.0430 -3.5202
N 2.1797 4.8544 -3.7802
H 2.7500 4.5914 -2.9892
H 2.8423 5.1186 -4.4952
C 1.2514 6.1144 -3.6757
H 1.4493 2.1003 -5.7540
H 2.4697 3.5581 -6.1843
H 0.8095 3.6510 -6.4145
H 0.8356 6.2369 -4.6758
H 1.8363 7.0044 -3.4436
H 0.5471 5.8893 -2.8749
C 3.1396 -6.8610 0.2622
C 2.3751 -5.6338 -0.2562
O 2.6730 -5.0865 -1.3177
N 1.0622 -5.2060 0.5244
H 0.7863 -5.8093 1.2861
H 1.1829 -4.2588 0.8533
C -0.2107 -5.3290 -0.3861
H 4.1108 -6.9387 -0.2265
H 2.5859 -7.7889 0.1195
H 3.4133 -6.8405 1.3171
H -0.1182 -4.7100 -1.2785
H -0.9790 -4.9620 0.2944
H -0.3689 -6.3720 -0.6605
C -0.2242 1.4153 8.7097
C 1.1543 1.1572 8.0941
O 1.7407 0.1007 8.1021
N 1.7391 2.3332 7.3632
H 2.1997 2.0037 6.5269
H 1.0015 2.9432 7.0409
C 2.8048 3.0859 8.2440
H -0.6535 0.4908 9.0958
H -0.8630 1.7478 7.8915
H 0.0248 2.1862 9.4389
H 3.3682 3.5587 7.4394
H 3.5138 2.4413 8.7634
H 2.3861 3.8079 8.9451
C -8.3997 -0.3157 2.9385
C -7.6554 -1.4961 2.4004
O -6.7695 -2.0568 2.9991
N -7.9694 -1.9304 0.9537
H -8.5200 -2.7757 1.0026
H -8.5574 -1.2663 0.4707
C -6.6051 -2.2294 0.2843
H -8.2718 -0.2760 4.0203
H -9.4753 -0.2640 2.7699
H -7.9219 0.6082 2.6124
H -6.7072 -2.0974 -0.7928
H -6.2230 -3.2211 0.5262
H -5.8846 -1.4376 0.4894
C 6.5557 -1.7164 2.3910
C 5.4172 -2.7027 2.7149
O 5.5598 -3.9416 2.5140
N 4.1574 -2.2476 3.4305
H 4.2333 -1.3003 3.7726
H 3.3942 -2.1464 2.7767
C 3.6475 -3.3021 4.4576
H 7.3515 -2.3573 2.0113
H 6.9984 -1.0906 3.1659
H 6.2591 -1.1434 1.5126
H 3.3903 -4.2641 4.0144
H 2.7911 -2.8738 4.9783
H 4.3286 -3.5740 5.2640
C 5.1569 -1.8518 -6.9399
C 4.9418 -1.6679 -5.4761
O 3.9756 -1.4067 -4.8588
N 6.3478 -1.6420 -4.7912
H 6.9471 -2.1816 -5.3993
H 6.7246 -0.7101 -4.8893
C 6.3562 -2.3266 -3.4096
H 4.2412 -1.7843 -7.5273
H 5.6702 -2.7948 -7.1278
H 5.8119 -1.1110 -7.3983
H 5.8179 -3.2744 -3.4095
H 5.9369 -1.4989 -2.8375
H 7.3957 -2.5640 -3.1834
C -6.4445 2.0598 -5.5953
C -5.0524 1.6143 -5.2612
O -4.5063 0.6884 -5.7418
N -4.5168 2.3756 -4.0090
H -3.9427 3.1637 -4.2724
H -5.2147 2.7773 -3.3993
C -3.8026 1.4046 -3.1127
H -6.5321 3.1101 -5.8734
H -7.1847 1.7833 -4.8444
H -6.9313 1.4978 -6.3923
H -4.4497 0.7236 -2.5599
H -3.3152 2.1326 -2.4642
H -2.9912 0.8580 -3.5930
C -3.2517 4.3758 1.9918
C -2.0770 4.9117 1.1141
O -2.0618 4.9589 -0.1353
N -0.9707 5.6625 1.8756
H -1.1440 6.6462 1.7260
H -1.1427 5.4793 2.8538
C 0.4373 5.1267 1.5731
H -3.8420 3.7593 1.3139
H -3.9195 5.1763 2.3100
H -2.8787 3.7295 2.7863
H 0.6673 4.8145 0.5544
H 0.5591 4.3097 2.2842
H 1.1095 5.9383 1.8514
O -2.4408 -2.7805 -4.5985
C -3.5617 -3.4637 -4.5461
O -4.0738 -3.8578 -5.6049
O -3.8936 -3.8205 -3.3813
H -2.2700 -2.9931 -3.6781
*
```

The value obtained for the highest occupied orbital energy is -0.5255 Ha. The calculation puts the energy above the lowest of the compared OMol25 structures with the same formula, charge and spin at 557.8 kJ/mol. For the frontier orbital gap, the calculation gives 2.0 eV. For the LUMO energy, the calculation gives -12.325 eV.

Results of the Mulliken charge analysis, in e, for atoms 1 through 5: number 1, N, carries -0.034; number 2, S, carries 0.916; number 3, O, carries -0.564; number 4, O, carries -0.496; number 5, F, carries -0.330


(2)
Computed, not measured: the molecule C24H32N2O4, with ωB97M-V/def2-TZVPD.

Geometry as ORCA input:
```
! wB97M-V def2-TZVPD RIJCOSX def2/J DEFGRID3
* xyz 0 1
C 1.6207 1.5054 -3.0603
O 0.2599 1.7758 -2.8230
C -0.1084 2.2029 -1.5838
C 0.7400 2.3056 -0.4865
C 0.2482 2.7571 0.7251
C -1.0837 3.1122 0.8778
C -1.6201 3.5464 2.2145
C -1.6316 2.3684 3.2007
N -2.2452 1.1967 2.6199
C -1.5377 0.0928 2.3002
O -0.3770 -0.0625 2.6265
C -2.3199 -0.9481 1.5221
C -2.3628 -0.5815 0.0338
C -3.1619 -1.5885 -0.7963
C -2.5127 -2.9726 -0.9399
C -1.5181 -3.0265 -2.0912
O -1.8019 -3.4876 -3.1780
N -0.3002 -2.5237 -1.8044
C 0.8022 -2.5464 -2.7354
C 2.0784 -3.0727 -2.0590
C 2.5031 -2.1273 -0.9716
C 1.9767 -2.2287 0.3091
C 2.2504 -1.2865 1.2851
C 3.0760 -0.2074 0.9899
O 3.3818 0.7978 1.8513
C 2.7945 0.7727 3.1347
C 3.6531 -0.1251 -0.2789
C 3.3627 -1.0680 -1.2431
C -1.9243 3.0041 -0.2240
C -1.4486 2.5608 -1.4398
H 1.6829 1.2081 -4.1063
H 1.9876 0.6934 -2.4250
H 2.2377 2.3956 -2.9002
H 1.7807 2.0335 -0.5574
H 0.9234 2.8328 1.5640
H -1.0033 4.3425 2.6355
H -2.6357 3.9302 2.0947
H -2.1655 2.6477 4.1153
H -0.6115 2.0791 3.4600
H -3.1793 1.3017 2.2564
H -1.8213 -1.9073 1.6624
H -3.3364 -1.0224 1.9140
H -1.3452 -0.4862 -0.3486
H -2.8309 0.3997 -0.0754
H -3.3199 -1.1768 -1.7951
H -4.1443 -1.7102 -0.3329
H -2.0253 -3.2685 -0.0107
H -3.2899 -3.7030 -1.1690
H -0.1059 -2.1395 -0.8921
H 0.9825 -1.5377 -3.1265
H 0.5023 -3.1937 -3.5628
H 1.8786 -4.0640 -1.6484
H 2.8607 -3.1603 -2.8138
H 1.3479 -3.0717 0.5630
H 1.7966 -1.3894 2.2559
H 3.1881 -0.0562 3.7321
H 3.0733 1.7154 3.6039
H 1.7065 0.6899 3.0740
H 4.3213 0.6966 -0.4885
H 3.8141 -0.9854 -2.2223
H -2.9661 3.2813 -0.1336
H -2.0968 2.4794 -2.2982
*
```

The value obtained for the highest occupied orbital energy is -0.3060 Ha. The calculation puts the energy above the lowest of the compared OMol25 structures with the same formula, charge and spin at 94.9 kJ/mol. For the frontier orbital gap, the calculation gives 9.0 eV. For the LUMO energy, the calculation gives 0.641 eV.

Results of the Mulliken charge analysis, in e, for atoms 1 through 5: number 1, C, carries -0.408; number 2, O, carries -0.468; number 3, C, carries 0.657; number 4, C, carries -0.248; number 5, C, carries -0.759


(3)
Computed, not measured: a 2-piece molecular cluster, C3H7BrN overall at a distorted geometry, with ωB97M-V/def2-TZVPD.

Geometry as ORCA input:
```
! wB97M-V def2-TZVPD RIJCOSX def2/J DEFGRID3
* xyz 1 1
C 0.3108 0.1750 -0.1014
C 1.6839 2.2644 0.1875
C -0.8892 -0.4107 -0.1317
N -1.1029 -1.8558 -0.1454
Br -2.5946 0.4082 0.1855
H 1.1329 -0.5610 -0.0940
H 0.9487 2.5213 0.9037
H 1.3710 2.3814 -0.8640
H 2.6016 1.5959 0.4579
H -0.3785 -2.1916 -0.7954
H -2.0021 -1.9845 -0.4178
H -1.0815 -2.3427 0.8150
*
```

The value obtained for the highest occupied orbital energy (alpha / beta) is -0.5079 / -0.5079 Ha. The calculation puts the energy above the lowest of the compared OMol25 structures with the same formula, charge and spin at 396.3 kJ/mol. For the frontier orbital gap (alpha / beta), the calculation gives 8.6 / 8.6 eV. For the LUMO energy (alpha / beta), the calculation gives -5.208 / -5.206 eV.

Results of the Mulliken charge analysis, in e, for atoms 1 through 5: number 1, C, carries -0.318; number 2, C, carries -0.417; number 3, C, carries 0.069; number 4, N, carries -0.302; number 5, Br, carries -0.138


(4)
Computed, not measured: a 3-piece molecular cluster, C13H14F17O2 overall at a distorted geometry, with ωB97M-V/def2-TZVPD.

Geometry as ORCA input:
```
! wB97M-V def2-TZVPD RIJCOSX def2/J DEFGRID3
* xyz -1 1
C -3.0468 -2.0721 -1.2175
C -3.3021 -0.7543 -2.1798
C -2.8267 -1.1980 -3.6990
F -4.7952 -0.5732 -2.2621
H -3.8692 -2.0641 -0.3551
H -3.2660 -3.0035 -1.9311
H -2.8100 0.2329 -1.7885
H -3.4833 -2.1531 -3.9807
H -1.7084 -1.5343 -3.7740
H -3.1066 -0.3879 -4.5239
C -0.3669 3.0648 0.0247
C 0.6526 4.2130 -0.0251
C 0.7950 4.8896 -1.3836
F 1.2037 4.0337 -2.3465
F 1.7303 5.8771 -1.3309
F 1.8507 3.7637 0.4358
F 0.2408 5.1571 0.8796
O 0.1617 1.7422 -0.1096
C 0.3796 1.3044 -1.4502
C 1.8629 1.0745 -1.7695
F 2.6001 2.1951 -1.5692
F 2.0331 0.7246 -3.0725
F -0.2181 2.1704 -2.3030
F -0.3020 0.1332 -1.5715
H -0.8004 3.0796 1.0323
H -1.2215 3.2337 -0.6415
H -0.1467 5.3461 -1.7023
H 2.2782 0.2816 -1.1436
C 0.3314 -2.7078 1.2627
C 0.0169 -3.3806 2.6075
C -0.4652 -2.4367 3.7030
F 0.4483 -1.4878 4.0062
F -0.6992 -3.1212 4.8560
F 1.1001 -4.0983 3.0094
F -0.9703 -4.3030 2.3755
O 1.7057 -2.3954 1.0169
C 2.1632 -1.1666 1.5798
C 3.2266 -1.3676 2.6679
F 2.7704 -2.1478 3.6789
F 3.5858 -0.1800 3.2246
F 1.0967 -0.4493 2.0071
F 2.6947 -0.4615 0.5446
H 0.0789 -3.4387 0.4846
H -0.3255 -1.8540 1.0573
H -1.3988 -1.9415 3.4201
H 4.1217 -1.8388 2.2560
*
```

The value obtained for the highest occupied orbital energy is -0.0750 Ha. For the frontier orbital gap, the calculation gives 4.6 eV. For the LUMO energy, the calculation gives 2.542 eV.

Results of the Mulliken charge analysis, in e, for atoms 1 through 5: number 1, C, carries -0.920; number 2, C, carries 0.776; number 3, C, carries -1.062; number 4, F, carries -0.363; number 5, H, carries 0.119


(5)
Computed, not measured: a 2-piece molecular cluster, C6H9I overall at a distorted geometry, with ωB97M-V/def2-TZVPD.

Geometry as ORCA input:
```
! wB97M-V def2-TZVPD RIJCOSX def2/J DEFGRID3
* xyz 0 1
C 0.6205 -0.6502 -1.6245
C 0.2168 0.9096 -0.0744
C 0.0691 -0.5017 -0.1877
C 1.3794 0.2286 -0.6828
C -0.6665 2.0846 -0.0933
C -0.0554 -1.7185 0.6688
I 3.4130 0.0089 -0.0122
H 1.0328 -1.6261 -1.8005
H 0.0300 -0.0817 -2.4321
H 1.0965 0.6788 2.0027
H -1.5032 1.8535 -0.7449
H -0.1078 3.0008 -0.3620
H -1.0134 2.4031 0.8577
H 0.9609 -2.2568 0.5475
H -0.9943 -2.2709 0.3608
H -0.2921 -1.3898 1.7527
*
```

The value obtained for the highest occupied orbital energy (alpha / beta) is -0.2657 / -0.3155 Ha. The calculation puts the energy above the lowest of the compared OMol25 structures with the same formula, charge and spin at 517.9 kJ/mol. For the frontier orbital gap (alpha / beta), the calculation gives 7.0 / 8.5 eV. For the LUMO energy (alpha / beta), the calculation gives -0.236 / -0.052 eV.

Results of the Mulliken charge analysis, in e, for atoms 1 through 5: number 1, C, carries -0.377; number 2, C, carries 0.287; number 3, C, carries 0.464; number 4, C, carries -0.366; number 5, C, carries -1.219


(6)
Computed, not measured: an isolated ion of composition C4H9N and charge +1 at a distorted geometry, with ωB97M-V/def2-TZVPD.

Geometry as ORCA input:
```
! wB97M-V def2-TZVPD RIJCOSX def2/J DEFGRID3
* xyz 1 2
C 1.3650 1.0221 0.7061
C 0.8623 0.8057 -0.7379
C 0.1331 -0.5578 -0.6646
C -1.1868 -0.5166 -0.3114
N -1.9386 -1.6010 0.0238
H 1.6082 0.0989 1.2556
H 2.2910 1.5950 0.6333
H 0.6626 1.5945 1.3225
H 1.6120 0.7661 -1.5202
H 0.0554 1.4899 -1.0361
H 0.7470 -1.4509 -0.6716
H -1.7041 0.3962 -0.0016
H -2.8835 -1.3541 0.2950
H -1.6234 -2.2880 0.7071
*
```

The value obtained for the highest occupied orbital energy (alpha / beta) is -0.5557 / -0.6117 Ha. The calculation puts the energy above the lowest of the compared OMol25 structures with the same formula, charge and spin at 130.3 kJ/mol. For the frontier orbital gap (alpha / beta), the calculation gives 11.0 / 9.0 eV. For the LUMO energy (alpha / beta), the calculation gives -4.087 / -7.672 eV.

Results of the Mulliken charge analysis, in e, for atoms 1 through 5: number 1, C, carries -1.006; number 2, C, carries -0.468; number 3, C, carries -0.142; number 4, C, carries -0.061; number 5, N, carries -0.359


(7)
Computed, not measured: C14H16AsMnN4S6 as an isolated structure, with ωB97M-V/def2-TZVPD.

Geometry as ORCA input:
```
! wB97M-V def2-TZVPD RIJCOSX def2/J DEFGRID3
* xyz 1 2
Mn 0.1585 -0.1243 -0.1243
S 3.1811 1.8476 2.2974
As 2.4232 -0.0015 1.8788
S 0.1397 0.0514 1.9820
S 2.1586 -0.0334 -0.5493
S 3.1477 -1.8564 2.4292
N -0.0306 -3.4161 1.3994
C 0.3809 -3.0582 0.1938
S -0.7143 -2.0403 -0.7498
N 1.5498 -3.4795 -0.2479
C 2.1548 -3.3071 -1.5157
C 3.5185 -3.0258 -1.5255
C 4.1653 -2.8608 -2.7383
C 3.4541 -2.9699 -3.9255
C 2.1013 -3.2742 -3.8986
C 1.4415 -3.4572 -2.6934
H -0.8594 -2.9820 1.7726
H 0.6015 -3.8682 2.0465
H 2.1951 -3.7935 0.4757
H 4.0569 -2.9160 -0.5911
H 5.2227 -2.6401 -2.7517
H 3.9577 -2.8347 -4.8724
H 1.5534 -3.3922 -4.8221
H 0.3952 -3.7325 -2.6832
N 0.8350 3.0553 0.1452
C -0.4579 2.7967 0.2036
S -1.1274 1.5223 -0.8054
N -1.2324 3.4783 1.0298
C -2.6412 3.3618 1.2252
C -3.1014 3.2909 2.5352
C -4.4639 3.2080 2.7702
C -5.3526 3.1937 1.7029
C -4.8798 3.2883 0.4048
C -3.5204 3.3865 0.1546
H 1.4368 2.4697 -0.4171
H 1.2956 3.6462 0.8235
H -0.7636 4.0906 1.6874
H -2.4001 3.2855 3.3597
H -4.8279 3.1472 3.7859
H -6.4152 3.1217 1.8869
H -5.5738 3.3060 -0.4231
H -3.1632 3.5160 -0.8562
*
```

The value obtained for the highest occupied orbital energy (alpha / beta) is -0.4206 / -0.4229 Ha. The calculation puts the energy above the lowest of the compared OMol25 structures with the same formula, charge and spin at 0.0 kJ/mol. For the frontier orbital gap (alpha / beta), the calculation gives 6.0 / 6.9 eV. For the LUMO energy (alpha / beta), the calculation gives -5.420 / -4.644 eV.

Results of the Mulliken charge analysis, in e, for atoms 1 through 5: number 1, Mn, carries 0.139; number 2, S, carries -0.366; number 3, As, carries 0.645; number 4, S, carries -0.240; number 5, S, carries -0.349


(8)
Computed, not measured: a 5-piece molecular cluster, C17H25ClIN4O3P2S overall at a distorted geometry, with ωB97M-V/def2-TZVPD.

Geometry as ORCA input:
```
! wB97M-V def2-TZVPD RIJCOSX def2/J DEFGRID3
* xyz 1 1
C 1.7685 -3.7165 2.7857
S 1.2432 -2.1304 2.2153
O 1.0328 -1.2532 3.2880
O 2.1161 -1.6726 1.2124
P -0.6963 -2.2693 1.2188
I -0.7496 -4.0802 -0.3364
P -2.5004 -2.5929 2.5454
O -1.9815 -3.8507 3.3758
Cl -2.2434 -1.0285 3.7533
H 2.5646 -4.0410 2.1348
H 2.1596 -3.5271 3.7763
H 0.9672 -4.4397 2.8493
H -0.8459 -1.0357 0.5752
H -2.2617 -4.6721 2.9190
N 5.7896 -1.5573 -0.9127
C 6.5831 -0.6460 -1.5547
C 5.8327 0.4727 -1.7869
C 4.5342 0.2275 -1.2618
C 4.5384 -1.0333 -0.7268
H 6.0838 -2.4715 -0.6236
H 7.6087 -0.8706 -1.7893
H 6.1751 1.3668 -2.2786
H 3.6940 0.9019 -1.2753
H 3.7602 -1.5922 -0.2357
N -4.4695 -2.5744 -0.8642
C -5.5082 -1.6956 -1.0226
C -6.0394 -1.8992 -2.2656
C -5.2977 -2.9444 -2.8822
C -4.3382 -3.3401 -1.9949
H -3.8985 -2.6449 -0.0440
H -5.7740 -1.0070 -0.2387
H -6.8700 -1.3627 -2.6918
H -5.4541 -3.3555 -3.8643
H -3.5792 -4.0988 -2.0696
N -7.5418 1.5271 -0.3219
C -7.1257 1.7085 0.9697
C -7.3233 3.0235 1.2917
C -7.8852 3.6582 0.1510
C -8.0096 2.7090 -0.8261
H -7.5128 0.6588 -0.8232
H -6.7294 0.8904 1.5466
H -7.0953 3.4805 2.2394
H -8.1671 4.6929 0.0606
H -8.3883 2.7729 -1.8309
N 6.1693 4.7950 0.0029
C 7.2093 5.6695 -0.1591
C 8.2509 4.9807 -0.7173
C 7.8211 3.6378 -0.9012
C 6.5318 3.5556 -0.4501
H 5.2761 5.0281 0.3946
H 7.1193 6.7004 0.1350
H 9.2140 5.3919 -0.9662
H 8.3942 2.8261 -1.3165
H 5.8481 2.7275 -0.4086
*
```

The value obtained for the highest occupied orbital energy is -0.3453 Ha. The calculation puts the energy above the lowest of the compared OMol25 structures with the same formula, charge and spin at 0.0 kJ/mol. For the frontier orbital gap, the calculation gives 4.0 eV. For the LUMO energy, the calculation gives -5.370 eV.

Results of the Mulliken charge analysis, in e, for atoms 1 through 5: number 1, C, carries -0.900; number 2, S, carries 1.049; number 3, O, carries -0.534; number 4, O, carries -0.505; number 5, P, carries -0.082


no.,total energy (Ha)
1,-3606.41299
2,-1344.24379
3,-2746.82051
4,-2351.85994
5,-531.45645
6,-212.23054
7,-6537.84633
8,-2945.99435